--- A ---
This record from the Open Molecules 2025 dataset describes one molecule with the formula C24H30N2O4. The level of theory is ωB97M-V/def2-TZVPD.

```
60
Properties=species:S:1:pos:R:3:lowdin_charge:R:1
C -4.8826 3.5747 0.9725 -0.093
O -4.0216 3.1205 -0.0431 -0.090
C -3.9651 1.7793 -0.2920 -0.278
C -3.0937 1.3862 -1.3069 -0.009
C -2.9459 0.0508 -1.6199 -0.050
C -3.6577 -0.9274 -0.9359 -0.243
C -3.4089 -2.3870 -1.1946 -0.120
C -2.5954 -2.9864 -0.0299 -0.132
N -1.5195 -2.1058 0.3785 -0.044
C -0.3663 -2.0490 -0.4921 -0.098
C 0.3519 -0.7057 -0.4015 -0.204
C 1.6160 -0.7567 -1.2484 -0.422
O 2.2100 -1.8014 -1.4355 0.072
N 2.0482 0.4171 -1.7773 -0.085
C 1.3495 1.6753 -1.6405 -0.034
C 3.2139 0.3925 -2.6374 -0.115
C 4.4590 1.0370 -2.0057 -0.164
O 4.9355 0.2872 -0.9160 -0.031
C 4.4035 0.4555 0.3306 -0.267
C 3.8347 1.6294 0.8129 -0.038
C 3.4041 1.6997 2.1281 -0.103
C 3.5301 0.6135 2.9739 -0.109
C 4.0971 -0.5574 2.4950 -0.085
C 4.5298 -0.6381 1.1879 -0.003
C 0.6973 -0.4837 1.0706 -0.128
C -0.5981 -0.3696 1.8574 -0.063
C -1.6607 -1.4030 1.5232 -0.449
O -2.6232 -1.5463 2.2576 0.042
C -4.5388 -0.5260 0.0566 -0.029
C -4.6989 0.8091 0.3805 -0.008
H -4.6145 3.1516 1.9460 0.096
H -4.7581 4.6562 1.0029 0.092
H -5.9279 3.3379 0.7492 0.095
H -2.5422 2.1506 -1.8332 0.113
H -2.2684 -0.2355 -2.4131 0.113
H -2.8686 -2.5095 -2.1353 0.104
H -4.3507 -2.9326 -1.2727 0.118
H -2.1836 -3.9597 -0.3124 0.128
H -3.2396 -3.1061 0.8432 0.119
H -0.6980 -2.2215 -1.5189 0.130
H 0.3437 -2.8468 -0.2369 0.139
H -0.3246 0.0809 -0.7410 0.120
H 1.1727 1.9213 -0.5934 0.089
H 0.3910 1.6583 -2.1679 0.091
H 1.9590 2.4628 -2.0788 0.092
H 2.9863 0.9003 -3.5800 0.130
H 3.4360 -0.6599 -2.8309 0.126
H 4.2658 2.0801 -1.7337 0.106
H 5.2663 1.0185 -2.7437 0.132
H 3.7341 2.5035 0.1872 0.103
H 2.9688 2.6202 2.4907 0.106
H 3.1894 0.6780 3.9959 0.101
H 4.2001 -1.4132 3.1454 0.106
H 4.9724 -1.5402 0.7974 0.123
H 1.2915 -1.3278 1.4253 0.132
H 1.2978 0.4168 1.2088 0.094
H -0.4115 -0.4261 2.9310 0.125
H -1.0690 0.6002 1.6652 0.129
H -5.1018 -1.2672 0.6023 0.123
H -5.3874 1.0762 1.1658 0.106
```

- Frontier orbital gap: 8.9 eV
- Structure (SMILES): COc1ccc(CCN2C[C@H](C(=O)N(C)CCOc3ccccc3)CCC2=O)cc1
- Total charge: 0
- E_HOMO: -8.33 eV



--- B ---
This record from the Open Molecules 2025 dataset describes one molecule with the formula C24H30N2O4. The level of theory is ωB97M-V/def2-TZVPD.

```
60
Properties=species:S:1:pos:R:3:lowdin_charge:R:1
C -2.2677 -2.9408 0.4969 0.059
O -1.1545 -2.2880 1.1991 -0.010
C 0.0130 -2.2357 0.7391 -0.371
C 0.9067 -2.0415 1.5976 -0.064
C 2.1636 -1.7561 1.5191 -0.110
C 2.5865 -1.9359 0.3330 -0.222
C 4.0628 -1.7060 -0.0612 -0.110
C 4.9218 -0.3652 0.4110 -0.063
N 4.0475 0.7990 0.4327 -0.015
C 3.9011 1.4028 -1.0288 0.024
C 3.0777 2.6116 -0.7071 -0.170
C 1.5708 2.5209 -1.1212 -0.418
O 0.8921 3.0277 -1.7901 0.213
N 0.9747 1.2792 -0.3991 0.115
C -0.5157 1.0677 -0.6846 -0.045
C -1.2253 1.4371 0.7438 -0.176
C -2.6350 1.5132 0.6552 -0.211
C -3.4064 2.1786 -0.3399 -0.007
C -4.7963 2.0056 -0.0412 -0.115
C -5.4578 0.9774 0.3491 -0.384
C -6.9700 0.6094 0.2192 -0.014
C -4.7975 0.2048 1.2132 -0.039
C -3.2373 0.1849 1.4203 0.129
C 3.1240 2.9286 0.8696 0.036
C 3.6439 1.5082 1.2715 -0.451
O 3.6717 1.2953 2.6833 -0.156
C 1.7341 -2.0883 -0.9525 0.105
C 0.3533 -2.2794 -0.6594 -0.262
O -0.4778 -2.6222 -1.5553 -0.020
C -0.1490 -2.4322 -2.8647 -0.061
H -3.0075 -3.1243 1.0780 0.049
H -1.9710 -3.7932 -0.0022 0.096
H -2.4790 -2.2706 -0.0909 0.006
H 0.4347 -1.7650 2.8144 0.231
H 2.8699 -1.4729 2.1988 0.106
H 4.7017 -2.7368 0.1843 0.158
H 4.2004 -1.6559 -1.1906 0.087
H 5.0308 -0.6956 1.6681 0.194
H 5.8645 -0.2550 0.2591 0.038
H 3.5747 0.7212 -1.7602 0.113
H 4.9079 1.5665 -1.3165 0.118
H 3.3428 3.2690 -1.2724 0.035
H 1.4527 0.9033 0.1800 -0.056
H -0.8172 1.7355 -1.3727 0.049
H -0.6987 -0.0892 -0.7881 0.138
H -1.0998 2.6209 0.9881 0.169
H -0.7757 0.9505 1.5159 0.070
H -2.9230 3.0898 -0.7744 0.131
H -5.2370 2.5191 -0.8824 0.106
H -7.3447 1.0094 -0.9012 0.146
H -7.2903 1.3826 0.8343 0.044
H -7.1339 -0.3689 0.5079 0.034
H -5.2621 -0.7889 1.6571 0.130
H -2.8840 -0.3435 2.1143 -0.010
H 2.1245 3.1182 1.4723 0.167
H 3.8398 3.7798 0.8004 0.130
H 2.1011 -2.2178 -1.9722 0.099
H 0.5274 -3.3420 -3.1487 0.146
H 0.3639 -1.8612 -3.3219 -0.011
H -0.9682 -2.7454 -3.4268 0.095
```

- Frontier orbital gap: 8.4 eV
- Structure (SMILES): COc1ccc(CCN2C[C@@H](C(=O)NCCc3ccc(C)cc3)CC2=O)cc1OC
- Total charge: 0
- E_HOMO: -7.99 eV



Of them, B has the lowest stability.



--- A ---
This record from the Open Molecules 2025 dataset describes one molecule with the formula C4H5Cl3S. The level of theory is ωB97M-V/def2-TZVPD.

```
13
Properties=species:S:1:pos:R:3:lowdin_charge:R:1
S -0.2476 0.1023 -2.7661 0.728
C -0.1912 0.4008 -1.1378 -0.780
C 0.8885 1.3928 -0.5214 -0.599
Cl 0.0206 2.3031 0.7086 0.608
C -0.8539 -0.3059 0.0818 -0.418
C -0.0703 -1.2338 0.9289 -0.968
Cl 1.2889 -0.6936 1.9931 0.556
Cl 0.5377 -2.7646 -0.0492 0.469
H 1.5185 0.7258 0.0505 0.002
H 1.1743 1.9837 -1.4206 0.075
H -1.5908 -0.7972 -0.4545 0.070
H -1.4897 0.2996 0.7448 0.091
H -0.9847 -1.4129 1.8419 0.166
```

- Frontier orbital gap: 8.4 eV
- Structure (SMILES): S=C(CCl)CC(Cl)Cl
- Total charge: 0
- E_HOMO: -9.23 eV



--- B ---
This record from the Open Molecules 2025 dataset describes one molecule with the formula C4H5Cl3S. The level of theory is ωB97M-V/def2-TZVPD.

```
13
Properties=species:S:1:pos:R:3:lowdin_charge:R:1
S 1.6953 2.0450 -0.2166 0.777
C 0.9274 0.6239 -0.0918 -0.862
C 1.2597 -0.4459 -1.0458 -0.672
Cl 1.8355 -1.8847 -0.2275 0.610
C -0.1814 0.3169 0.9684 -0.298
C -1.6016 0.0194 0.4531 -1.072
Cl -1.8852 -1.5475 -0.3169 0.594
Cl -2.0838 1.2617 -0.7062 0.596
H 0.3352 -0.7373 -1.5394 0.044
H 1.9881 -0.2178 -1.7758 0.050
H -0.1364 1.0546 1.7413 0.096
H 0.1994 -0.5301 1.5348 0.090
H -2.3522 0.0418 1.2224 0.046
```

- Frontier orbital gap: 8.4 eV
- Structure (SMILES): S=C(CCl)CC(Cl)Cl
- Total charge: 0
- E_HOMO: -9.12 eV



Of them, A has the lowest stability.



--- A ---
This record from the Open Molecules 2025 dataset describes a 2-piece molecular cluster, C9H21NP overall. The level of theory is ωB97M-V/def2-TZVPD.

```
32
Properties=species:S:1:pos:R:3:lowdin_charge:R:1
C 0.1892 0.2609 0.6920 -0.405
C 1.0789 -0.5183 -0.1799 -0.398
C 0.4720 0.3067 2.1806 -0.006
C 0.1660 -1.4979 -2.1950 0.159
C -3.5331 -0.6957 0.2691 -0.090
C 0.7501 1.6766 -1.3850 0.008
C 2.3546 1.6015 0.3863 -0.015
C -1.2889 0.4403 0.3970 -0.138
C -2.0592 -0.8676 0.6159 -0.241
N 1.1878 0.9415 -0.2003 -0.243
P 2.4838 -1.5468 0.3309 0.907
H -0.3223 -0.2273 2.6970 0.095
H 0.4763 1.3318 2.5450 0.106
H 1.4101 -0.1786 2.4442 0.060
H -0.8292 -1.1029 -2.2479 0.014
H 0.2634 -2.5222 -1.8915 0.020
H 0.8933 -1.1281 -2.8903 0.023
H -3.9953 0.0507 0.9108 0.081
H -4.0586 -1.6360 0.4072 0.080
H -3.6587 -0.3828 -0.7651 0.076
H 0.3002 2.6243 -1.0879 0.122
H 1.6134 1.8793 -2.0188 0.115
H 0.0384 1.0955 -1.9624 0.080
H 3.1514 1.6565 -0.3566 0.115
H 2.0826 2.6131 0.6892 0.120
H 2.7278 1.0574 1.2499 0.076
H -1.6892 1.2075 1.0633 0.136
H -1.4675 0.7693 -0.6234 0.104
H -1.6239 -1.6514 -0.0034 0.099
H -1.9743 -1.1833 1.6561 0.109
H 3.0601 -1.6229 -0.9360 -0.085
H 1.8005 -2.7512 0.2090 -0.084
```

- Frontier orbital gap (alpha / beta): 8.5 / 8.5 eV
- Total charge: +1
- E_HOMO (alpha / beta): -12.39 / -12.39 eV



--- B ---
This record from the Open Molecules 2025 dataset describes C9H21NP as an isolated structure. The level of theory is ωB97M-V/def2-TZVPD.

```
32
Properties=species:S:1:pos:R:3:lowdin_charge:R:1
C -2.9808 1.1542 0.1852 -0.152
C -3.2405 0.3405 1.4401 -0.207
C -1.4688 0.9688 0.0393 -0.248
C -1.9141 0.1777 2.1965 -0.176
C 1.1988 -1.9497 -2.6536 -0.089
C 2.4102 0.4759 -1.7353 -0.092
C 1.9623 1.2786 1.6126 -0.264
C 1.6068 -1.8359 -1.2177 -0.306
C 1.7990 -0.4367 -0.7445 -0.494
N -1.0882 -0.1228 0.9687 -0.196
P 1.1458 -0.0427 0.7519 0.976
H -3.5392 0.6772 -0.7659 0.167
H -3.3096 2.1390 0.4252 0.101
H -4.0496 0.6828 2.1157 0.131
H -3.3951 -0.7099 1.2636 0.099
H -1.0754 0.9635 -1.0049 0.123
H -0.9234 1.8765 0.3924 0.119
H -1.5868 1.1066 2.6996 0.120
H -1.9425 -0.6015 3.0114 0.142
H 1.8230 -1.3699 -3.3787 0.093
H 1.1195 -2.9492 -2.9302 0.068
H 0.2930 -1.4369 -2.6243 0.058
H 3.1192 -0.0552 -2.5042 0.144
H 2.6916 1.3782 -1.1678 0.069
H 1.6047 0.8096 -2.3167 0.059
H 2.3467 2.0711 0.8544 0.081
H 2.8741 0.8576 2.1968 0.092
H 1.1800 1.6888 2.4103 0.088
H 0.8547 -2.2838 -0.6004 0.080
H 2.5507 -2.4187 -1.0980 0.142
H -1.3731 -1.1630 0.6414 0.197
H 1.3072 -1.2709 1.5373 0.075
```

- Frontier orbital gap: 8.2 eV
- Total charge: +1
- E_HOMO: -11.60 eV



Of them, A has the lowest stability.